Record 1
Molecular formula: C41H64Cl3F21N4O18
Method: DFT, ωB97M-V/def2-TZVPD

Geometry as XYZ:
```
151
Properties=species:S:1:pos:R:3:forces:R:3
C 8.649987 -9.741280 -28.223005 0.24 1.10 0.23
C 8.656945 -11.255051 -27.992811 0.42 1.33 -1.45
O 7.435036 -11.566098 -27.323077 -0.12 -0.29 1.14
C 6.528637 -12.284205 -27.960374 0.59 0.58 -0.06
O 6.659980 -12.746118 -29.046212 -0.40 -0.47 -0.57
C 5.228166 -12.450440 -27.152352 -0.61 0.09 0.11
F 4.876012 -13.740819 -27.233141 0.06 0.30 0.33
F 5.337004 -12.079738 -25.866990 0.14 -0.39 -0.43
F 4.223185 -11.720829 -27.679894 0.51 -0.18 -0.01
H 9.319617 -9.370360 -29.003307 0.20 -0.61 -0.07
H 8.925061 -9.143438 -27.348171 0.00 -0.37 0.24
H 7.683357 -9.317641 -28.504495 -0.25 -0.61 -0.09
H 9.532867 -11.558197 -27.421322 -0.35 -0.05 0.57
H 8.753565 -11.757891 -28.954419 -0.39 -0.22 0.13
C 7.804255 -4.149320 -26.799395 0.12 0.45 -1.54
C 6.506718 -4.652485 -27.413944 0.26 0.16 0.84
O 6.086269 -5.735981 -26.566105 -0.12 -1.10 0.72
C 5.364721 -6.725624 -27.066158 0.15 1.17 -0.75
O 4.966198 -6.763989 -28.195287 -0.19 -0.55 -0.05
C 5.043592 -7.829920 -26.043897 -0.13 0.69 0.32
F 5.769931 -8.912902 -26.319041 -0.25 0.00 0.27
F 5.291288 -7.410310 -24.787910 0.17 -0.45 -0.26
F 3.736455 -8.114817 -26.104796 0.36 -0.22 -0.11
H 7.735395 -3.967674 -25.733099 0.00 -0.02 0.02
H 8.032588 -3.230121 -27.352623 -0.05 0.24 0.44
H 8.646388 -4.786811 -27.065926 -0.14 -0.39 0.48
H 6.631362 -4.984474 -28.442281 -0.14 -0.01 0.04
H 5.720214 -3.900773 -27.319534 0.05 0.00 -0.35
C 3.217404 -6.215107 -22.139871 -0.09 0.49 0.26
C 3.423943 -7.552490 -21.471601 0.64 0.28 0.97
O 3.482180 -8.622460 -22.422886 -0.41 -0.38 -0.33
C 2.287971 -9.057317 -22.838054 0.85 0.41 0.28
O 1.233361 -8.673025 -22.453487 -0.73 0.12 0.19
C 2.402645 -10.117477 -23.928644 0.07 -0.76 -0.29
F 1.685252 -9.729839 -24.987256 0.28 0.09 -0.07
F 3.670558 -10.347427 -24.287334 -0.21 0.16 -0.17
F 1.890113 -11.283671 -23.520637 -0.08 0.16 0.17
H 3.930741 -6.134768 -22.959379 -0.31 0.02 -0.27
H 3.455573 -5.382026 -21.472784 0.15 -0.27 0.27
H 2.186199 -6.015867 -22.428168 0.07 -0.34 -0.41
H 2.733141 -7.801105 -20.664822 -0.37 0.13 -0.33
H 4.402517 -7.556639 -20.986235 0.10 -0.12 -0.27
C 7.269821 -9.759213 -22.231334 -0.34 0.10 -0.74
C 6.654027 -10.662754 -21.174131 2.00 0.62 0.31
O 5.605141 -11.474556 -21.642404 -1.29 0.07 -0.09
C 5.874616 -12.729378 -21.981195 0.35 1.03 -0.03
O 6.967047 -13.186142 -22.007509 0.76 -0.98 -0.13
C 4.616905 -13.503614 -22.388769 -0.60 0.02 0.93
F 4.633717 -13.769401 -23.686189 -0.10 0.09 -0.34
F 4.544498 -14.655585 -21.725384 0.32 -0.24 0.06
F 3.514285 -12.826643 -22.055077 0.00 0.10 -0.48
H 6.571194 -9.088533 -22.737566 -0.19 -0.18 0.08
H 7.746981 -10.387297 -22.987685 -0.07 0.07 -0.09
H 8.052959 -9.119768 -21.821155 -0.04 -0.18 0.35
H 6.322931 -10.098271 -20.304673 -0.43 -0.10 -0.11
H 7.511873 -11.268250 -20.867834 -0.44 -0.34 0.33
C 11.931785 -9.086344 -27.154551 -0.73 -0.50 0.10
C 13.235370 -8.624376 -26.510275 -1.83 -0.87 0.10
O 14.209029 -8.418355 -27.516703 0.33 1.17 -0.19
C 15.040323 -9.395947 -27.819799 -0.89 0.16 0.63
O 15.043979 -10.474251 -27.317740 0.35 -0.58 -0.14
C 16.054607 -8.939578 -28.863030 1.14 -0.96 0.19
F 17.263408 -9.014262 -28.264550 -0.01 0.33 -0.02
F 16.095213 -9.800641 -29.879737 -0.30 0.04 -0.27
F 15.883752 -7.721064 -29.322470 -0.18 0.38 -0.16
H 11.446942 -8.392881 -27.841845 0.54 0.24 -0.13
H 11.147272 -9.256478 -26.410630 0.29 0.09 0.34
H 12.034096 -10.056890 -27.644225 0.28 0.10 -0.17
H 13.526835 -9.389487 -25.792354 0.43 0.06 -0.09
H 13.018948 -7.704416 -25.976251 0.58 0.35 -0.19
C 1.595995 -9.065115 -28.161830 -0.30 -0.64 -0.10
C 0.632071 -9.542833 -29.258612 -0.15 0.58 0.93
O 1.397588 -10.220895 -30.254713 0.08 -0.26 -0.92
C 1.715192 -11.485238 -30.010163 -0.09 0.97 -0.07
O 1.471373 -12.092935 -29.020092 -0.29 -0.55 0.62
C 2.491894 -12.132959 -31.162740 0.30 0.32 0.61
F 3.707032 -12.485401 -30.731077 0.19 -0.01 0.20
F 1.854406 -13.247440 -31.508270 -0.05 0.08 -0.66
F 2.674141 -11.294894 -32.177632 -0.34 -0.40 -0.44
H 2.431272 -8.461831 -28.514349 -0.18 0.06 -0.38
H 2.014732 -9.985108 -27.753023 0.10 0.19 0.34
H 1.103983 -8.513218 -27.362302 -0.18 -0.10 -0.06
H 0.061606 -8.749707 -29.739508 0.49 0.14 -0.34
H -0.140352 -10.218640 -28.884756 0.32 -0.15 0.28
C 9.309408 -13.878015 -24.788610 -0.38 -0.66 0.46
C 8.170964 -14.695627 -25.373376 0.08 0.32 -0.29
O 7.434856 -15.315623 -24.299413 0.31 -0.37 0.55
C 6.593615 -16.261775 -24.665868 -0.63 1.22 -0.43
O 6.232335 -16.454129 -25.789464 0.09 -0.57 -0.39
C 5.918912 -17.007342 -23.508436 1.16 -0.14 0.13
F 4.609669 -16.881366 -23.601929 -0.55 -0.05 0.06
F 6.251829 -18.297887 -23.592295 -0.21 -0.45 -0.20
F 6.331579 -16.591371 -22.320718 -0.08 0.29 0.36
H 9.624531 -13.126812 -25.503938 0.21 -0.12 -0.06
H 10.103466 -14.574493 -24.520291 0.31 0.32 -0.19
H 9.038403 -13.371530 -23.860981 -0.35 0.04 -0.12
H 8.529413 -15.502717 -26.014742 0.09 0.15 -0.06
H 7.513615 -14.073139 -25.985686 -0.23 -0.13 0.25
Cl 12.224725 -12.595284 -25.948003 -0.23 -0.04 -0.48
C 11.870461 -13.468493 -27.460417 0.81 -0.19 -0.42
Cl 11.540229 -15.170729 -27.137364 -0.13 -0.05 0.07
Cl 13.273650 -13.344259 -28.550673 -0.18 0.07 0.17
H 11.037556 -13.077700 -28.037959 -0.12 0.23 0.39
C 5.733300 -14.873203 -31.067815 0.85 1.12 -0.97
N 5.332681 -15.121297 -32.446307 -0.84 -1.14 -0.30
C 5.182698 -13.995201 -33.355512 0.11 0.37 0.66
C 4.868706 -16.340994 -32.833145 0.05 0.45 -0.15
O 4.482308 -16.587389 -33.960981 -0.07 -0.26 0.07
H 6.501242 -14.105879 -31.216101 0.19 -0.06 0.67
H 6.188152 -15.743323 -30.604971 -0.24 -0.15 -0.01
H 4.977418 -14.419916 -30.431461 -0.22 -0.33 -0.05
H 4.489043 -13.287205 -32.903549 0.12 0.24 -0.04
H 6.153280 -13.515192 -33.483020 0.03 0.19 -0.04
H 4.780401 -14.243144 -34.330412 0.09 -0.59 0.09
H 4.881642 -17.083427 -32.020995 0.06 -0.03 0.02
C 2.585925 -15.676476 -26.313901 0.71 0.02 0.20
N 2.913703 -15.940050 -27.704603 -0.46 -0.35 0.61
C 2.219994 -15.141298 -28.685519 -0.32 0.64 -0.59
C 3.921186 -16.778482 -28.046007 -1.10 0.24 0.04
O 4.184597 -17.049608 -29.197220 0.68 -0.18 -0.43
H 1.505970 -15.577156 -26.248220 0.04 0.25 0.31
H 3.145454 -14.813621 -25.938102 -0.59 0.43 -0.14
H 2.922163 -16.451085 -25.621367 -0.15 -0.46 -0.45
H 1.191486 -14.852085 -28.450305 0.12 -0.35 0.86
H 2.724227 -14.179747 -28.787712 0.14 -0.08 -0.38
H 2.076268 -15.632992 -29.646225 0.75 -0.18 -0.01
H 4.405437 -17.205540 -27.161575 0.22 -0.15 -0.06
C 9.061559 -16.110606 -32.261827 0.97 0.55 -0.65
N 9.545689 -14.772201 -31.934778 -0.91 0.30 0.05
C 9.786734 -13.906255 -33.070101 0.88 -0.30 -0.32
C 9.607340 -14.308960 -30.672984 0.39 -1.02 -0.86
O 9.907766 -13.171816 -30.360821 -0.03 0.10 0.56
H 9.052674 -16.777292 -31.404925 -0.28 0.16 0.13
H 9.789984 -16.505013 -32.977803 -0.18 -0.31 0.02
H 8.111155 -16.016928 -32.782076 -0.30 -0.31 0.24
H 10.817957 -14.110656 -33.384968 -0.02 0.38 -0.16
H 9.166808 -14.164256 -33.927600 -0.32 -0.05 0.21
H 9.680549 -12.851756 -32.837691 -0.05 -0.06 0.25
H 9.458381 -15.189963 -30.021826 -0.17 0.57 0.71
C 10.677989 -6.952637 -21.945195 1.55 0.08 -0.29
N 10.628605 -6.676820 -23.381875 -0.26 -0.12 0.57
C 11.526769 -5.614703 -23.804023 0.14 -0.50 -0.04
C 9.765418 -7.277721 -24.224897 -0.49 0.51 0.12
O 9.508829 -6.894127 -25.350972 0.31 -0.36 -0.20
H 10.806492 -5.984264 -21.461779 -0.43 -0.04 0.28
H 11.619564 -7.474186 -21.739931 -0.07 -0.15 0.15
H 9.887076 -7.525699 -21.472866 -0.40 0.09 -0.56
H 11.306766 -5.325635 -24.826855 -0.23 0.20 0.10
H 11.460285 -4.799989 -23.084370 -0.08 0.27 -0.30
H 12.559721 -5.977344 -23.787656 0.01 -0.01 0.08
H 9.250283 -8.134191 -23.760092 -0.03 -0.02 -0.01
```
Forces are in eV/Å.

Values from the calculation:
HOMO: -8.509 eV
Frontier orbital gap: 8.43 eV
Structure (SMILES): CCOC(=O)C(F)(F)F.CCOC(=O)C(F)(F)F.CCOC(=O)C(F)(F)F.CCOC(=O)C(F)(F)F.CCOC(=O)C(F)(F)F.CCOC(=O)C(F)(F)F.CCOC(=O)C(F)(F)F.ClC(Cl)Cl.CN(C)C=O.CN(C)C=O.CN(C)C=O.CN(C)C=O
LUMO level: -0.07 eV

---

Record 2
Molecular formula: C4H4O2S
Method: DFT, ωB97M-V/def2-TZVPD

Geometry as XYZ:
```
11
Properties=species:S:1:pos:R:3:forces:R:3
O -2.295259 -1.579104 -0.245071 0.43 0.17 0.25
C -1.406493 -0.855979 0.028715 -1.42 2.69 -0.84
C -0.062126 -1.065154 0.485789 0.85 -0.16 0.32
C 0.961421 -0.225270 0.278211 -0.25 -0.41 -0.09
C 0.837057 1.041678 -0.480029 -0.80 0.39 0.31
S -0.662655 1.817042 0.225231 1.00 0.79 0.08
O -1.738519 0.700760 -0.198402 -0.08 -3.27 -0.01
H 0.078463 -1.968275 1.060280 0.01 -0.11 0.01
H 1.927668 -0.474662 0.690571 0.11 -0.13 0.11
H 1.666444 1.718664 -0.295013 0.07 0.01 -0.07
H 0.693999 0.890300 -1.550283 0.07 0.03 -0.04
```
Forces are in eV/Å.

Values from the calculation:
HOMO (alpha / beta): -8.473 / -8.472 eV
Frontier orbital gap (alpha / beta): 8.24 / 8.24 eV
Structure (SMILES): O=C1C=CCSO1
LUMO level (alpha / beta): -0.23 / -0.23 eV

---

Record 3
Molecular formula: C14H20N4O7
Method: DFT, ωB97M-V/def2-TZVPD

Geometry as XYZ:
```
45
Properties=species:S:1:pos:R:3:forces:R:3
C 6.193712 -1.959081 -2.535610 -0.40 -0.37 0.25
N 5.743069 -2.774678 -1.408662 1.02 0.72 -1.13
C 4.625085 -2.656120 -0.680937 -1.06 -1.13 0.91
O 4.482694 -3.411689 0.269824 -0.43 0.61 -0.02
C 3.543796 -1.602642 -1.045760 -0.52 -0.03 -0.16
C 2.306864 -1.631947 -0.117439 0.07 -0.08 0.11
C 1.233489 -0.597848 -0.516287 0.22 -0.51 -0.02
C 0.149498 -0.382433 0.538117 1.68 -0.43 1.05
N -1.045201 -0.003315 0.140760 -1.37 0.33 -1.09
O 0.350321 -0.498082 1.732351 0.76 -0.29 0.40
N 3.131175 -1.635092 -2.461844 0.87 1.07 0.73
C 2.743463 -2.720557 -3.133929 -0.49 -1.68 -0.55
C 2.338130 -2.507162 -4.573784 0.04 0.02 0.05
O 2.703034 -3.841926 -2.655563 0.19 0.24 0.40
H 6.018200 -0.901329 -2.336260 0.04 0.00 -0.08
H 7.262716 -2.112859 -2.691201 -0.13 0.03 0.11
H 5.665577 -2.255519 -3.443181 0.08 0.16 -0.13
H 6.338707 -3.533262 -1.112189 -0.16 0.07 0.06
H 4.021969 -0.637687 -0.881943 0.10 0.25 -0.21
H 1.859291 -2.627344 -0.131398 0.19 -0.01 0.08
H 2.645598 -1.423147 0.898300 -0.12 -0.14 0.00
H 0.756170 -0.921070 -1.441691 0.00 0.14 -0.16
H 1.710192 0.365829 -0.695324 -0.06 0.24 -0.05
H -1.690901 0.209033 0.883945 -0.22 0.25 -0.19
H -1.261338 0.117227 -0.828315 -0.29 0.11 -0.05
H 3.122632 -0.761819 -2.959117 0.03 0.03 0.02
H 1.468376 -1.854469 -4.611916 -0.02 0.14 -0.18
H 2.086176 -3.472926 -5.011857 0.04 0.15 0.12
H 3.165991 -2.065659 -5.123995 -0.04 0.16 -0.19
O -6.954397 1.878092 0.626197 -0.66 0.50 0.78
C -7.068032 2.492202 1.674806 0.60 -0.97 -1.62
O -8.264739 2.890233 2.162002 0.81 -0.08 0.01
C -5.849618 2.821347 2.440729 0.84 0.72 1.41
C -5.912816 3.539288 3.648369 0.49 0.01 0.06
C -4.731595 3.837948 4.335837 -0.31 -0.33 -0.61
C -3.505165 3.417215 3.815157 -0.02 1.22 2.10
O -2.353247 3.714620 4.493681 -1.15 -0.71 -1.34
N -3.456362 2.723391 2.659799 -1.69 0.19 0.03
O -2.368893 2.348114 2.200772 3.20 -0.74 -0.66
C -4.575073 2.427165 1.983689 -2.61 0.21 -0.07
H -8.910052 2.576413 1.510267 -0.06 0.03 0.04
H -6.870087 3.864380 4.050569 0.22 -0.10 -0.14
H -4.751310 4.390676 5.270011 0.13 -0.12 -0.19
H -1.610003 3.310057 4.005738 -0.18 -0.07 -0.16
H -4.487097 1.866431 1.057283 0.35 0.17 0.31
```
Forces are in eV/Å.

Values from the calculation:
HOMO: -8.971 eV
Frontier orbital gap: 8.79 eV
Structure (SMILES): CNC(=O)[C@H](CCC(N)=O)NC(C)=O.O=C(O)c1ccc(O)[n+]([O-])c1
LUMO level: -0.18 eV

---

Record 4
Molecular formula: C7H14
Method: DFT, ωB97M-V/def2-TZVPD

Geometry as XYZ:
```
21
Properties=species:S:1:pos:R:3:forces:R:3
C -1.818889 -0.952933 -0.079534 -1.21 5.13 2.02
C -0.564355 -0.713717 -0.820151 -0.82 -2.97 -0.20
C 0.055485 1.347878 -0.188219 -0.06 0.02 0.19
C -0.849416 1.803258 0.724780 1.02 0.88 -0.08
C 0.634048 -0.029452 -0.152099 0.15 0.06 -0.02
C 0.923932 -0.589740 1.244324 -0.05 0.09 0.02
C 1.874760 -0.157929 -1.040333 0.01 -0.01 -0.03
H -0.700560 -1.870011 -0.746439 2.19 0.43 -0.86
H -2.725372 -1.129155 -0.623137 -0.20 -0.21 -0.28
H -1.764306 -1.387520 0.915488 0.11 -0.32 -0.35
H -0.696033 -0.457440 -1.873580 -0.05 0.13 0.24
H 0.059967 1.835606 -1.158111 0.10 -0.12 -0.13
H -1.280498 2.781317 0.512217 -0.27 -0.25 -0.05
H -0.639708 1.685845 1.788954 -0.60 -0.69 -0.15
H -2.001829 0.627303 0.405996 -0.05 -2.31 -0.22
H 1.762326 -0.046707 1.698027 -0.15 -0.10 -0.09
H 1.197643 -1.652267 1.180239 -0.06 0.24 -0.03
H 0.064835 -0.501439 1.918536 0.15 -0.01 -0.15
H 1.671376 0.204186 -2.057337 0.02 -0.06 0.21
H 2.701270 0.435275 -0.628566 -0.15 -0.12 -0.07
H 2.195462 -1.205932 -1.110472 -0.08 0.20 0.02
```
Forces are in eV/Å.

Values from the calculation:
HOMO: -7.537 eV
Frontier orbital gap: 8.54 eV
LUMO level: 1.01 eV